A 2-piece molecular cluster, C3H9NOS overall in a non-equilibrium geometry. Source: the Open Molecules 2025 dataset; level of theory: ωB97M-V/def2-TZVPD.

Properties
Lowest unoccupied orbital energy (eV): 0.73
Energy above the lowest of the compared OMol25 structures with the same formula, charge and spin (eV): 0.874
SMILES: NC=O.CCS

Last column: natural (NBO) charge in e.
Atoms and positions in Å:
S: -2.1918 -2.0977 1.3358  -0.085
O: 0.3604 2.7910 -0.0733  -0.575
N: 0.3371 2.3351 -2.2757  -0.825
C: -0.3854 -1.7789 1.7299  -0.476
C: 0.1849 -0.7558 0.7977  -0.639
C: 0.5606 2.0241 -0.9798  0.516
H: -2.1045 -2.4788 0.0527  0.116
H: 0.6416 1.6645 -2.9625  0.376
H: -0.2950 -1.5740 2.7962  0.225
H: 1.2507 -0.5999 1.0081  0.212
H: 1.0488 1.0672 -0.7582  0.112
H: -0.3128 0.1720 0.5554  0.233
H: 0.0454 -2.7632 1.5677  0.214
H: 0.6361 3.2459 -2.5992  0.399
H: 0.2240 -1.2513 -0.1949  0.197

Cartesian forces (eV/Å) of the 2 atoms listed first:
S 0.13 0.34 0.76
O -0.17 0.25 0.31